1.
The following is a quantum chemistry calculation of one molecule with the formula C6H12BN, from OMol25.

Atoms and positions in Å:
B1 0.772 -0.233 -0.254
C1 3.198 0.580 0.353
C2 2.412 -0.234 -0.383
C3 -0.039 1.110 0.252
C4 -1.504 0.936 0.512
C5 -2.121 -0.228 -0.305
C6 -1.414 -1.523 -0.225
N1 0.023 -1.354 -0.485
H1 4.318 0.769 0.193
H2 2.726 1.432 0.863
H3 2.867 -1.006 -0.867
H4 0.526 1.664 1.128
H5 0.071 1.852 -0.546
H6 -1.475 0.825 1.617
H7 -1.814 1.894 0.147
H8 -3.151 -0.228 0.146
H9 -2.380 0.142 -1.262
H10 -1.619 -1.967 0.733
H11 -1.795 -2.158 -0.998
H12 0.399 -2.271 -0.618

## Properties
Energy above the lowest of the compared OMol25 structures with the same formula, charge and spin   1.374 eV
HOMO-LUMO gap   10.13 eV
E_LUMO   0.72 eV
Total charge   0
SMILES string   C=CB1CCCCN1

2.
The following is a quantum chemistry calculation of an isolated ion of composition C5H14NOS and charge +1, from OMol25.

Atoms and positions in Å:
C1 0.766 -1.345 2.016
O1 1.421 -2.558 1.665
C2 0.390 -0.643 0.714
C3 -0.351 0.630 1.058
C4 -0.794 1.502 -0.147
S1 0.519 1.483 -1.419
C5 -0.307 1.935 -3.000
N1 -0.320 -1.624 -0.139
H1 -0.049 -1.686 2.636
H2 1.377 -0.721 2.667
H3 2.365 -2.557 1.810
H4 1.395 -0.431 0.321
H5 0.247 1.244 1.738
H6 -1.229 0.420 1.690
H7 -1.712 1.062 -0.545
H8 -1.030 2.503 0.181
H9 -1.185 1.492 -3.444
H10 0.588 1.878 -3.638
H11 -0.565 3.016 -2.862
H12 0.047 -1.691 -1.101
H13 -1.253 -1.361 -0.499
H14 -0.324 -2.548 0.299

## Properties
Energy above the lowest of the compared OMol25 structures with the same formula, charge and spin   0.603 eV
HOMO-LUMO gap   9.00 eV
E_LUMO   -3.34 eV
Total charge   +1
SMILES string   CSCC[C@H]([NH3+])CO

3.
The following is a quantum chemistry calculation of a 13-piece molecular cluster, C39H91N13O13 overall, from OMol25.

Atoms and positions in Å:
C1 -4.991 -0.064 0.506
O1 -3.848 0.188 0.073
N1 -5.235 -1.035 1.450
C2 -6.622 -1.459 1.809
C3 -4.135 -1.880 1.939
H1 -5.949 0.393 0.214
H2 -6.932 -2.303 1.192
H3 -7.297 -0.605 1.781
H4 -6.655 -1.832 2.832
H5 -3.145 -1.456 1.767
H6 -4.213 -2.132 2.996
H7 -4.137 -2.873 1.490
C4 5.689 -3.402 -0.931
O2 6.740 -3.578 -1.550
N2 5.516 -2.476 -0.003
C5 4.289 -2.578 0.815
C6 6.572 -1.643 0.475
H8 4.754 -3.956 -1.107
H9 4.693 -2.320 1.794
H10 3.968 -3.619 0.853
H11 3.591 -1.911 0.308
H12 7.563 -1.821 0.058
H13 6.222 -0.635 0.251
H14 6.581 -1.864 1.542
C7 -2.516 -4.402 -6.218
O3 -3.474 -4.103 -5.499
N3 -1.326 -3.821 -6.173
C8 -0.205 -4.547 -6.660
C9 -1.001 -2.666 -5.358
H15 -2.578 -5.173 -7.001
H16 -0.468 -5.572 -6.922
H17 0.681 -4.533 -6.025
H18 0.207 -3.952 -7.475
H19 -1.827 -1.956 -5.323
H20 -0.767 -3.013 -4.352
H21 -0.119 -2.121 -5.697
C10 -2.639 -4.862 -1.414
O4 -3.150 -4.677 -0.338
N4 -2.041 -6.071 -1.736
C11 -1.480 -7.028 -0.779
C12 -1.811 -6.364 -3.140
H22 -2.619 -4.143 -2.248
H23 -1.810 -6.724 0.215
H24 -0.391 -7.001 -0.799
H25 -1.754 -8.082 -0.838
H26 -2.445 -7.232 -3.323
H27 -2.100 -5.591 -3.852
H28 -0.780 -6.683 -3.293
C13 2.986 6.123 0.106
O5 2.674 6.239 1.277
N5 2.342 5.315 -0.825
C14 2.684 5.419 -2.217
C15 1.229 4.500 -0.521
H29 3.822 6.723 -0.287
H30 2.869 4.429 -2.633
H31 3.559 6.044 -2.396
H32 1.904 5.847 -2.848
H33 1.358 3.488 -0.904
H34 1.086 4.256 0.532
H35 0.402 5.070 -0.947
C16 2.848 1.232 -3.679
O6 2.701 2.400 -4.113
N6 1.946 0.250 -3.983
C17 2.148 -1.114 -3.690
C18 0.772 0.517 -4.785
H36 3.685 0.978 -3.011
H37 2.922 -1.220 -2.930
H38 2.321 -1.698 -4.594
H39 1.336 -1.514 -3.082
H40 0.762 -0.060 -5.710
H41 -0.167 0.158 -4.366
H42 0.704 1.572 -5.050
C19 0.986 -4.623 -0.099
O7 2.041 -5.035 -0.588
N7 0.766 -4.357 1.197
C20 -0.547 -4.006 1.653
C21 1.754 -4.766 2.275
H43 0.103 -4.333 -0.688
H44 -1.269 -3.559 0.969
H45 -0.440 -3.193 2.372
H46 -1.042 -4.836 2.157
H47 1.212 -5.360 3.011
H48 2.683 -5.244 1.965
H49 1.957 -3.868 2.858
C22 3.925 2.422 1.058
O8 3.456 1.749 0.125
N8 4.477 1.901 2.160
C23 4.581 0.444 2.421
C24 5.227 2.704 3.036
H50 3.894 3.519 0.978
H51 5.598 0.059 2.347
H52 3.898 -0.085 1.756
H53 4.233 0.290 3.443
H54 6.277 2.411 3.045
H55 5.306 3.767 2.808
H56 4.843 2.515 4.038
C25 -0.342 0.332 5.700
O9 -1.196 0.280 6.578
N9 -0.654 0.083 4.421
C26 0.436 0.174 3.405
C27 -1.999 -0.169 4.000
H57 0.727 0.528 5.879
H58 0.188 1.082 2.856
H59 0.451 -0.683 2.732
H60 1.422 0.324 3.845
H61 -2.075 -1.244 3.837
H62 -2.789 0.238 4.631
H63 -2.103 0.314 3.028
C28 -1.004 3.716 3.656
O10 -0.799 3.539 2.492
N10 -0.012 3.741 4.615
C29 -0.248 3.666 6.088
C30 1.390 3.860 4.275
H64 -1.948 4.007 4.142
H65 0.353 2.855 6.501
H66 -1.306 3.499 6.287
H67 -0.055 4.591 6.631
H68 1.914 2.910 4.383
H69 1.573 4.169 3.246
H70 1.936 4.569 4.896
C31 -4.274 2.674 3.179
O11 -4.387 2.473 4.443
N11 -4.368 3.816 2.541
C32 -4.022 3.896 1.099
C33 -4.684 5.059 3.196
H71 -3.901 1.809 2.609
H72 -4.009 2.948 0.562
H73 -3.119 4.499 0.999
H74 -4.733 4.401 0.446
H75 -5.079 4.934 4.204
H76 -3.681 5.484 3.246
H77 -5.397 5.581 2.558
C34 -1.037 -1.023 -1.456
O12 -0.751 -2.178 -1.744
N12 -0.293 -0.239 -0.679
C35 -0.760 1.122 -0.351
C36 1.084 -0.529 -0.224
H78 -2.010 -0.681 -1.840
H79 -1.834 1.233 -0.500
H80 -0.285 1.861 -0.995
H81 -0.535 1.398 0.679
H82 1.264 -1.591 -0.396
H83 1.990 -0.082 -0.633
H84 1.094 -0.334 0.848
C37 -2.581 4.377 -2.815
O13 -3.770 4.218 -2.521
N13 -1.751 3.381 -3.215
C38 -0.292 3.523 -3.528
C39 -2.262 2.053 -3.471
H85 -2.144 5.386 -2.751
H86 0.282 2.738 -3.036
H87 0.248 4.413 -3.206
H88 -0.106 3.499 -4.602
H89 -1.970 1.374 -2.670
H90 -3.345 2.026 -3.592
H91 -1.865 1.818 -4.459

## Properties
Energy above the lowest of the compared OMol25 structures with the same formula, charge and spin   9.690 eV
HOMO-LUMO gap   9.27 eV
E_LUMO   0.21 eV
Total charge   0

4.
The following is a quantum chemistry calculation of C13H19O9P2Pd as an isolated structure, from OMol25.

Atoms and positions in Å:
Pd1 -0.419 0.945 1.853
O1 -0.617 -2.341 4.043
P1 -0.215 -0.955 3.452
O2 -1.158 0.197 3.773
O3 -0.256 -1.043 1.901
O4 1.258 -0.691 3.919
P2 2.209 0.612 3.411
O5 1.551 1.800 4.265
O6 3.593 0.323 3.754
O7 1.778 0.895 1.975
H1 -0.315 -2.531 4.941
H2 2.032 1.952 5.088
O8 -0.578 3.969 2.240
C1 -0.523 2.861 2.098
C2 -3.001 -1.055 -0.257
C3 -2.882 -0.083 -1.445
C4 -3.095 1.373 -1.006
C5 -1.601 -0.339 -2.173
C6 -1.576 -0.938 -3.388
C7 -0.346 -1.232 -4.024
C8 0.914 -0.972 -3.480
C9 1.028 -0.373 -2.256
C10 2.337 -0.188 -1.591
C11 2.417 -1.180 -0.404
C12 2.641 1.253 -1.140
C13 -0.266 0.064 -1.582
O9 -0.218 0.800 -0.627
H3 -3.959 -0.889 0.235
H4 -2.209 -0.900 0.475
H5 -2.962 -2.094 -0.584
H6 -3.673 -0.332 -2.156
H7 -2.521 1.613 -0.113
H8 -4.150 1.508 -0.769
H9 -2.834 2.083 -1.791
H10 -2.498 -1.209 -3.884
H11 -0.388 -1.714 -4.995
H12 1.802 -1.267 -4.023
H13 3.087 -0.485 -2.327
H14 1.671 -0.958 0.355
H15 3.397 -1.065 0.058
H16 2.310 -2.212 -0.740
H17 2.149 1.490 -0.202
H18 2.370 1.983 -1.904
H19 3.716 1.325 -0.976

## Properties
Energy above the lowest of the compared OMol25 structures with the same formula, charge and spin   0.289 eV
HOMO-LUMO gap (spin up / spin down)   5.12 / 5.12 eV
E_LUMO (spin up / spin down)   -7.27 / -7.28 eV
Total charge   +1

5.
The following is a quantum chemistry calculation of a 6-piece molecular cluster, C28H61N6O8 overall, from OMol25.

Atoms and positions in Å:
C1 5.403 -6.183 2.913
C2 4.651 -5.013 3.836
O1 4.936 -3.718 3.201
C3 3.724 -3.083 2.650
C4 4.250 -1.649 1.967
O2 5.615 -1.899 1.470
C5 6.475 -0.710 1.579
C6 2.939 -3.959 1.511
C7 1.511 -3.339 1.006
C8 1.757 -2.866 -0.580
C9 0.429 -4.568 0.937
N1 1.043 -2.102 1.731
O3 -0.194 -1.743 1.337
C10 1.166 -2.197 3.232
C11 0.946 -0.639 3.802
C12 -0.017 -3.090 3.964
C13 2.628 -2.671 3.795
H1 6.398 -6.568 3.413
H2 4.624 -7.062 2.714
H3 5.657 -5.723 1.843
H4 3.521 -5.312 3.878
H5 5.120 -4.976 4.922
H6 3.510 -1.343 1.083
H7 4.186 -0.790 2.761
H8 5.907 0.257 1.916
H9 7.382 -0.858 2.315
H10 6.959 -0.536 0.505
H11 3.674 -4.016 0.571
H12 2.737 -5.086 1.808
H13 2.365 -3.655 -1.195
H14 0.681 -2.819 -1.058
H15 2.254 -1.807 -0.639
H16 0.132 -5.033 1.969
H17 -0.514 -4.278 0.270
H18 0.964 -5.446 0.330
H19 1.463 0.124 3.076
H20 1.285 -0.541 4.927
H21 -0.234 -0.474 3.784
H22 -0.026 -2.734 5.103
H23 0.216 -4.246 4.003
H24 -1.104 -2.845 3.560
H25 2.414 -3.530 4.595
H26 3.110 -1.784 4.432
C14 -1.187 1.052 -3.528
C15 -0.762 0.569 -2.169
O4 -0.136 1.280 -1.389
N2 -1.095 -0.704 -1.811
C16 -1.822 -1.685 -2.582
H27 -0.852 2.083 -3.670
H28 -0.733 0.430 -4.304
H29 -2.277 1.029 -3.609
H30 -0.776 -0.960 -0.883
H31 -2.712 -1.968 -2.016
H32 -1.181 -2.561 -2.706
H33 -2.118 -1.309 -3.562
C17 -2.192 3.803 -1.299
C18 -2.810 4.310 -2.572
O5 -2.825 3.642 -3.602
N3 -3.367 5.554 -2.560
C19 -3.448 6.484 -1.458
H34 -1.790 2.799 -1.462
H35 -1.371 4.459 -0.995
H36 -2.949 3.748 -0.511
H37 -3.764 5.828 -3.452
H38 -4.503 6.699 -1.273
H39 -2.939 7.404 -1.752
H40 -2.992 6.092 -0.547
C20 -0.389 6.038 2.803
C21 -0.327 4.925 1.794
O6 -0.742 5.060 0.646
N4 0.213 3.736 2.187
C22 0.750 3.386 3.481
H41 -0.843 6.921 2.344
H42 -1.004 5.736 3.655
H43 0.620 6.300 3.133
H44 0.221 3.034 1.455
H45 1.793 3.093 3.347
H46 0.183 2.534 3.864
H47 0.692 4.211 4.193
C23 -3.622 8.809 -4.621
C24 -4.209 10.134 -4.223
O7 -3.521 11.042 -3.765
N5 -5.551 10.312 -4.385
C25 -6.519 9.374 -4.901
H48 -2.544 8.816 -4.435
H49 -4.070 8.008 -4.026
H50 -3.788 8.631 -5.688
H51 -5.875 11.229 -4.095
H52 -6.993 9.824 -5.776
H53 -7.273 9.206 -4.130
H54 -6.067 8.422 -5.182
C26 -1.163 -8.708 -0.585
C27 -0.064 -7.893 -1.209
O8 0.960 -7.601 -0.599
N6 -0.232 -7.476 -2.496
C28 -1.354 -7.715 -3.372
H55 -0.887 -8.968 0.441
H56 -2.090 -8.129 -0.558
H57 -1.308 -9.634 -1.149
H58 0.548 -6.932 -2.850
H59 -0.988 -8.240 -4.257
H60 -1.763 -6.748 -3.671
H61 -2.136 -8.308 -2.895

## Properties
Multiplicity   2
HOMO-LUMO gap (spin up / spin down)   9.23 / 8.32 eV
E_LUMO (spin up / spin down)   0.45 / -0.46 eV
<S²>   0.75
Total charge   0

6.
The following is a quantum chemistry calculation of C35H32N6O2Pd as an isolated structure, from OMol25.

Atoms and positions in Å:
Pd1 -0.538 -1.118 0.730
O1 -3.982 -5.473 -0.438
C1 -3.644 -5.082 -1.677
C2 -4.152 -5.761 -2.785
C3 -3.738 -5.440 -4.059
C4 -2.802 -4.427 -4.268
C5 -2.309 -3.730 -3.194
C6 -2.723 -4.015 -1.884
C7 -2.159 -3.181 -0.827
O2 -1.232 -2.386 -1.075
N1 -2.741 -3.237 0.432
N2 -2.164 -2.538 1.344
C8 -2.270 -2.697 2.623
C9 -1.656 -1.700 3.480
C10 -1.566 -1.864 4.859
C11 -0.979 -0.870 5.620
C12 -0.505 0.272 4.989
C13 -0.605 0.353 3.609
N3 -1.157 -0.602 2.870
H1 -4.643 -6.174 -0.477
H2 -4.862 -6.565 -2.629
H3 -4.134 -5.991 -4.901
H4 -2.470 -4.195 -5.270
H5 -1.593 -2.932 -3.334
H6 -2.780 -3.556 3.053
H7 -1.949 -2.765 5.320
H8 -0.895 -0.979 6.693
H9 -0.080 1.090 5.554
H10 -0.252 1.225 3.070
C14 0.603 5.527 -0.560
C15 1.956 4.933 -0.840
C16 3.062 5.736 -1.090
C17 4.311 5.188 -1.345
C18 4.475 3.812 -1.356
C19 3.389 2.988 -1.115
C20 2.140 3.546 -0.855
N4 0.997 2.723 -0.659
C21 0.933 1.506 -0.084
N5 1.955 1.196 0.784
C22 2.239 0.036 1.445
C23 1.499 -1.163 1.260
C24 1.929 -2.326 1.880
C25 3.029 -2.294 2.724
C26 3.725 -1.089 2.946
C27 3.362 0.078 2.325
C28 4.131 1.351 2.555
N6 -0.071 0.712 -0.264
C29 -1.087 0.960 -1.214
C30 -2.381 1.204 -0.746
C31 -3.406 1.443 -1.642
C32 -3.143 1.419 -3.005
C33 -1.866 1.134 -3.466
C34 -0.814 0.896 -2.590
C35 0.556 0.521 -3.080
H11 0.669 6.610 -0.497
H12 0.198 5.154 0.383
H13 -0.113 5.288 -1.352
H14 2.938 6.811 -1.084
H15 5.154 5.835 -1.545
H16 5.441 3.380 -1.582
H17 3.501 1.910 -1.170
H18 0.146 3.026 -1.113
H19 2.621 1.947 0.939
H20 1.410 -3.261 1.713
H21 3.344 -3.198 3.230
H22 4.583 -1.082 3.605
H23 4.887 1.198 3.320
H24 3.478 2.159 2.896
H25 4.650 1.679 1.650
H26 -2.556 1.223 0.324
H27 -4.405 1.656 -1.284
H28 -3.939 1.613 -3.712
H29 -1.681 1.089 -4.532
H30 0.518 0.223 -4.126
H31 0.954 -0.312 -2.498
H32 1.258 1.356 -3.003

## Properties
Multiplicity   5
Energy above the lowest of the compared OMol25 structures with the same formula, charge and spin   0.655 eV
HOMO-LUMO gap (spin up / spin down)   6.93 / 4.71 eV
E_LUMO (spin up / spin down)   -6.14 / -8.49 eV
<S²>   6.06
Total charge   +2

7.
The following is a quantum chemistry calculation of a 22-piece molecular cluster, H44O22 overall, from OMol25.

Atoms and positions in Å:
O1 5.700 6.576 10.163
H1 5.452 5.973 10.864
H2 6.224 6.044 9.564
O2 8.355 4.139 10.426
H3 7.917 4.590 11.149
H4 8.348 3.216 10.680
O3 10.730 5.757 11.448
H5 10.683 6.269 10.641
H6 10.118 5.033 11.308
O4 3.478 8.171 9.495
H7 4.209 7.798 9.987
H8 3.066 7.419 9.069
O5 8.606 8.978 14.638
H9 7.852 8.925 14.051
H10 9.310 8.534 14.165
O6 7.357 8.590 9.683
H11 7.279 9.188 10.427
H12 6.557 8.065 9.712
O7 6.274 9.121 12.208
H13 5.921 9.994 12.039
H14 5.869 8.854 13.033
O8 3.626 4.747 17.464
H15 2.947 5.418 17.387
H16 3.706 4.386 16.581
O9 5.601 7.801 18.270
H17 6.233 7.516 18.930
H18 5.391 7.007 17.779
O10 6.850 4.943 8.395
H19 7.340 4.606 9.145
H20 6.790 4.201 7.793
O11 3.946 2.862 14.264
H21 4.239 1.956 14.165
H22 3.116 2.795 14.736
O12 9.932 7.480 17.398
H23 10.607 8.116 17.635
H24 9.809 7.599 16.456
O13 9.861 7.350 9.074
H25 8.990 7.681 9.294
H26 9.818 7.167 8.135
O14 5.885 4.646 14.695
H27 6.502 4.258 15.316
H28 5.447 3.896 14.292
O15 4.599 4.699 12.008
H29 4.503 3.976 12.628
H30 4.150 5.434 12.426
O16 11.324 8.910 10.524
H31 11.795 9.516 9.952
H32 10.862 8.325 9.925
O17 10.946 8.134 13.088
H33 10.903 7.261 12.698
H34 11.130 8.717 12.352
O18 7.324 5.742 12.746
H35 6.709 5.558 13.457
H36 7.193 6.670 12.549
O19 5.636 7.938 14.441
H37 5.170 8.351 15.168
H38 4.975 7.399 14.007
O20 3.219 7.081 13.482
H39 2.935 6.387 14.077
H40 2.435 7.614 13.344
O21 3.697 3.071 9.884
H41 2.749 3.185 9.945
H42 4.059 3.799 10.389
O22 5.974 1.384 15.924
H43 6.227 1.885 16.700
H44 5.213 0.875 16.204

## Properties
Energy above the lowest of the compared OMol25 structures with the same formula, charge and spin   2.700 eV
HOMO-LUMO gap   8.62 eV
E_LUMO   -1.10 eV
Total charge   0

Q: Which of these has the highest total charge?
A: C35H32N6O2Pd

Q: Which value of total charge does entry 3 give?
A: 0